#w
Formula: C2H2OS2
Source: the OMol25 dataset
Level of theory: wB97M-V/def2-TZVPD

Computed properties:
HOMO-LUMO gap (alpha / beta) = 6.55 / 6.59 eV
multiplicity = 1
structure (SMILES) = O=C=C=S.S
charge = 0

Bonds (Å) are listed after each position.
Cartesian coordinates (Å):
1 O -0.910 -2.095 0.940  C2 1.169
2 C -1.202 -1.122 0.362  O1 1.169, C3 1.295
3 C -1.460 0.036 -0.159  C2 1.295, S4 1.580
4 S -1.774 1.400 -0.892  C3 1.580
5 S 2.173 1.127 0.062  H6 1.444, H7 1.385
6 H 1.943 -0.193 0.600  S5 1.444
7 H 1.230 0.848 -0.913  S5 1.385

---

#x
Formula: C2H2OS2
Source: the OMol25 dataset
Level of theory: wB97M-V/def2-TZVPD

Computed properties:
HOMO-LUMO gap = 8.26 eV
multiplicity = 1
structure (SMILES) = O=C(S)C=S
charge = 0

Bonds (Å) are listed after each position.
Cartesian coordinates (Å):
1 O -0.589 -0.770 1.754  C2 1.233
2 C -0.040 -0.631 0.659  O1 1.233, S3 1.774, C4 1.661
3 S 1.328 -1.371 -0.195  C2 1.774, H6 1.372
4 C -0.584 0.688 -0.191  C2 1.661, S5 1.593, H7 1.061
5 S -1.540 0.672 -1.464  C4 1.593
6 H 1.674 -0.189 -0.799  S3 1.372
7 H -0.249 1.599 0.237  C4 1.061

---

#y
Formula: C2H2OS2
Source: the OMol25 dataset
Level of theory: wB97M-V/def2-TZVPD

Computed properties:
HOMO-LUMO gap = 7.74 eV
multiplicity = 1
structure (SMILES) = O=CC(=S)S
charge = 0

Bonds (Å) are listed after each position.
Cartesian coordinates (Å):
1 O -1.788 -0.904 -0.042  C2 1.202
2 C -0.595 -1.054 -0.040  O1 1.202, C3 1.498, H6 1.146
3 C 0.363 0.094 0.020  C2 1.498, S4 1.666, S5 1.722
4 S 2.018 -0.088 -0.035  C3 1.666
5 S -0.546 1.555 -0.019  C3 1.722, H7 1.365
6 H 0.020 -2.002 0.151  C2 1.146
7 H 0.527 2.398 -0.035  S5 1.365

---

Stability, lowest: #w

---

#w
Formula: C4H8N2
Source: the OMol25 dataset
Level of theory: wB97M-V/def2-TZVPD

Computed properties:
HOMO-LUMO gap = 7.00 eV
multiplicity = 1
charge = 0

Bonds (Å) are listed after each position.
Cartesian coordinates (Å):
1 C 3.226 0.552 0.523  N2 1.173
2 N 4.398 0.532 0.504  C1 1.173
3 C -0.948 -1.302 0.491  N4 1.464, H7 1.104, H8 1.103, H9 1.102
4 N -0.558 0.032 0.030  C3 1.464, C5 1.464, C6 1.306
5 C -0.948 0.420 -1.327  N4 1.464, H10 1.104, H11 1.102, H12 1.104
6 C 0.164 0.822 0.779  N4 1.306, H13 1.093, H14 1.094
7 H -1.490 -1.755 -0.358  C3 1.104
8 H -0.051 -1.891 0.749  C3 1.103
9 H -1.603 -1.220 1.373  C3 1.102
10 H -1.491 -0.451 -1.733  C5 1.104
11 H -1.603 1.306 -1.292  C5 1.102
12 H -0.051 0.646 -1.929  C5 1.104
13 H 0.478 1.803 0.411  C6 1.093
14 H 0.478 0.507 1.778  C6 1.094

---

#x
Formula: C4H8N2
Source: the OMol25 dataset
Level of theory: wB97M-V/def2-TZVPD

Computed properties:
HOMO-LUMO gap = 10.07 eV
multiplicity = 1
structure (SMILES) = [H]/N=C(\C=C)NC
charge = 0

Bonds (Å) are listed after each position.
Cartesian coordinates (Å):
1 H 1.595 2.232 0.202  N2 1.077
2 N 0.559 2.191 -0.089  H1 1.077, C3 1.270
3 C 0.134 0.994 -0.097  N2 1.270, C4 1.528, N6 1.401
4 C 1.186 -0.033 0.319  C3 1.528, C5 1.352, H8 1.090
5 C 1.601 -1.097 -0.406  C4 1.352, H9 1.177, H10 1.107
6 N -1.113 0.495 -0.494  C3 1.401, C7 1.477, H11 1.014
7 C -1.779 -0.582 0.267  N6 1.477, H12 1.090, H13 1.102, H14 1.049
8 H 1.714 0.221 1.239  C4 1.090
9 H 2.435 -1.718 0.146  C5 1.177
10 H 1.201 -1.525 -1.346  C5 1.107
11 H -1.765 1.172 -0.876  N6 1.014
12 H -2.175 -0.075 1.147  C7 1.090
13 H -1.125 -1.445 0.470  C7 1.102
14 H -2.470 -0.830 -0.482  C7 1.049

---

Stability, lowest: #w

---

#w
Formula: C4H8N2
Source: the OMol25 dataset
Level of theory: wB97M-V/def2-TZVPD

Computed properties:
HOMO-LUMO gap = 9.81 eV
multiplicity = 1
structure (SMILES) = C=CN1CN1C
charge = 0

Bonds (Å) are listed after each position.
Cartesian coordinates (Å):
1 C 1.121 2.245 -0.647  C2 1.357, H7 1.046, H8 1.068
2 C 0.570 1.029 -0.889  C1 1.357, N3 1.418, H9 1.085
3 N 0.461 -0.070 -0.001  C2 1.418, C4 1.409, N5 1.526
4 C 0.096 -0.248 1.348  N3 1.409, N5 1.448, H10 1.194, H11 1.077
5 N -0.953 -0.497 0.382  N3 1.526, C4 1.448, C6 1.400
6 C -1.190 -1.776 -0.137  N5 1.400, H12 1.101, H13 1.103, H14 1.154
7 H 1.331 2.909 -1.428  C1 1.046
8 H 1.552 2.581 0.271  C1 1.068
9 H 0.112 0.840 -1.854  C2 1.085
10 H 0.538 -1.236 1.852  C4 1.194
11 H 0.088 0.550 2.072  C4 1.077
12 H -2.210 -2.138 0.064  C6 1.101
13 H -1.109 -1.630 -1.227  C6 1.103
14 H -0.408 -2.556 0.194  C6 1.154

---

#x
Formula: C4H8N2
Source: the OMol25 dataset
Level of theory: wB97M-V/def2-TZVPD

Computed properties:
HOMO-LUMO gap = 9.68 eV
multiplicity = 1
structure (SMILES) = C=C(C)N.C#N
charge = 0

Bonds (Å) are listed after each position.
Cartesian coordinates (Å):
1 C 1.091 -0.582 -0.981  C2 1.344, H5 1.088, H6 1.084
2 C -0.150 -0.467 -0.478  C1 1.344, C3 1.504, N4 1.388
3 C -0.655 -1.335 0.642  C2 1.504, H7 1.095, H8 1.098, H9 1.092
4 N -1.086 0.445 -0.945  C2 1.388, H10 1.011, H11 1.011
5 H 1.429 0.035 -1.811  C1 1.088
6 H 1.760 -1.359 -0.628  C1 1.084
7 H -1.474 -1.971 0.288  C3 1.095
8 H -1.044 -0.720 1.464  C3 1.098
9 H 0.139 -1.972 1.037  C3 1.092
10 H -1.754 0.779 -0.265  N4 1.011
11 H -0.730 1.189 -1.530  N4 1.011
12 C 0.813 2.006 1.141  N13 1.154, H14 1.081
13 N 0.261 2.770 1.806  C12 1.154
14 H 1.278 1.255 0.516  C12 1.081

---

#y
Formula: C4H8N2
Source: the OMol25 dataset
Level of theory: wB97M-V/def2-TZVPD

Computed properties:
HOMO-LUMO gap = 11.10 eV
multiplicity = 1
structure (SMILES) = CC(C)(N)C#N
charge = 0

Bonds (Å) are listed after each position.
Cartesian coordinates (Å):
1 C -0.769 1.096 -0.517  C2 1.536, H7 1.095, H8 1.093, H9 1.094
2 C -0.049 -0.109 0.108  C1 1.536, C3 1.545, N4 1.463, C5 1.494
3 C 1.483 -0.003 -0.062  C2 1.545, H10 1.094, H11 1.094, H12 1.093
4 N -0.461 -1.333 -0.578  C2 1.463, H13 1.017, H14 1.013
5 C -0.445 -0.150 1.548  C2 1.494, N6 1.158
6 N -0.821 -0.210 2.642  C5 1.158
7 H -1.830 0.872 -0.663  C1 1.095
8 H -0.320 1.347 -1.481  C1 1.093
9 H -0.709 1.971 0.137  C1 1.094
10 H 1.729 -0.566 -0.966  C3 1.094
11 H 2.039 -0.436 0.775  C3 1.094
12 H 1.808 1.032 -0.202  C3 1.093
13 H -0.191 -2.145 -0.028  N4 1.017
14 H -1.465 -1.367 -0.712  N4 1.013

---

Stability, lowest: #w